Entry 1:
Computed, not measured: a molecular structure, C13H20ClCuO2P2, with ωB97M-V/def2-TZVPD.

XYZ file:
```
39
Properties=species:S:1:pos:R:3:forces:R:3
Cu 0.32206 -0.37114 -1.11596 0.28 0.29 0.03
Cl -6.35981 -1.52249 1.63356 0.03 -0.01 0.00
P 2.44495 -0.18947 0.17897 -0.08 0.09 0.09
P 0.40918 1.81386 -1.36103 0.04 -0.04 -0.07
O -0.16727 -2.16339 -1.02525 -0.43 -0.27 0.18
O -0.15389 -3.71530 0.57433 0.02 0.01 0.00
C -2.12214 -2.44233 0.35614 -0.07 -0.04 0.02
C -2.73188 -1.24918 -0.01063 -0.02 -0.03 -0.03
C 4.10527 -0.90181 0.45408 -0.03 -0.01 -0.10
C 1.55669 2.46240 -0.07494 0.04 -0.12 0.00
C -4.14772 -3.08144 1.51474 0.04 -0.04 0.01
C -0.98224 2.98130 -1.24393 0.00 -0.01 0.02
C -0.70013 -2.81006 -0.03820 0.19 -0.01 -0.15
C -4.72601 -1.87902 1.14255 -0.01 -0.01 0.01
C 1.73663 -0.29423 1.86612 0.02 -0.04 -0.05
C 1.23155 2.32038 -2.91066 -0.01 -0.03 0.05
C -2.84511 -3.35156 1.12395 0.00 0.06 0.05
C 2.83064 1.61599 0.07308 -0.10 -0.04 -0.02
C -4.02902 -0.95492 0.38523 0.00 0.03 -0.02
H -0.63528 4.01418 -1.30756 -0.02 0.00 0.00
H 1.79928 3.49871 -0.31627 0.02 0.07 0.02
H -4.50270 -0.02309 0.10574 0.01 -0.01 -0.01
H -1.50205 2.83190 -0.29728 0.00 0.01 -0.01
H -1.68746 2.78701 -2.05164 0.00 0.00 0.00
H -4.71138 -3.79024 2.10652 0.01 0.01 -0.01
H 1.57165 -1.34520 2.10970 -0.01 0.01 -0.01
H 1.00172 2.47316 0.86699 -0.01 -0.01 0.00
H 3.99256 -1.96340 0.67167 0.01 -0.01 0.02
H -2.35670 -4.27246 1.41385 -0.02 0.01 -0.01
H 4.70008 -0.80798 -0.45470 0.02 0.01 0.02
H 1.57886 3.35305 -2.85108 -0.01 0.02 -0.02
H 2.07788 1.66333 -3.11099 0.01 0.02 0.01
H 0.52986 2.22268 -3.73855 0.00 -0.01 -0.01
H -2.19197 -0.53824 -0.62115 0.04 0.02 -0.05
H 2.40125 0.15446 2.60804 -0.02 -0.01 0.01
H 3.48149 1.75749 -0.79451 0.00 0.01 0.00
H 4.62228 -0.41359 1.28228 0.00 0.00 0.00
H 3.39301 1.92731 0.95568 0.03 0.06 0.02
H 0.76586 0.20332 1.90109 0.01 0.00 0.01
```
Forces are in eV/Å.

- Highest occupied orbital energy: -7.92 eV
- Gap between HOMO and LUMO: 8.28 eV
- M: 369.25 g mol⁻¹
- Total charge: 0


Entry 2:
Computed, not measured: 2 unconnected molecules or ions with the total composition C9H10FN2O2 in a non-equilibrium geometry, with ωB97M-V/def2-TZVPD.

XYZ file:
```
24
Properties=species:S:1:pos:R:3:forces:R:3
F -1.06793 -3.23309 -1.50724 0.29 1.02 1.03
O -1.31711 -3.78443 1.92998 0.40 0.66 -0.80
O 1.94148 -2.71350 2.02950 0.81 -0.38 0.63
N -0.96399 -3.78432 0.57375 0.14 -2.33 1.56
N 1.17186 -1.93428 1.36512 -3.69 3.61 -2.06
C -1.24953 -2.87061 -0.18551 -0.45 -1.22 -2.74
C -0.77727 1.06737 0.81648 0.72 0.45 0.21
C -0.73919 2.34984 0.26363 0.34 -1.83 -0.15
C 0.12968 2.56942 -0.79780 -0.50 0.72 -1.57
C 0.58333 3.90842 -1.28196 -0.54 -0.98 -0.57
C 0.66793 0.31030 -0.97960 -0.37 0.24 0.36
C 0.51694 -1.03671 0.91979 4.06 -4.37 2.95
C 0.60356 1.50274 -1.56627 0.26 2.12 -0.58
C 0.11382 0.10764 0.26541 -1.65 0.71 0.58
H 1.04879 3.75649 -2.27103 -0.54 0.71 0.33
H -1.33539 0.82836 1.71893 -0.03 0.14 -0.24
H 1.36774 4.12806 -0.62197 1.47 0.62 0.97
H -0.11268 4.72014 -1.16898 -0.45 0.23 -0.38
H -1.71307 -1.93607 -0.12781 -0.77 1.28 0.45
H 1.16709 -0.43631 -1.44347 1.48 -2.48 -1.33
H 0.99355 1.76232 -2.56527 0.00 -0.65 0.71
H -1.40516 3.12443 0.52137 -0.44 0.78 0.89
H 1.67065 -3.66624 2.02375 -0.50 0.75 -0.50
H -1.29510 -4.73999 2.08919 -0.04 0.22 0.25
```
Forces are in eV/Å.

- Highest occupied orbital energy: -13.48 eV
- Gap between HOMO and LUMO: 8.88 eV
- M: 197.19 g mol⁻¹
- Total charge: +1


Entry 3:
Computed, not measured: a molecular structure, C17H19NO5 in a non-equilibrium geometry, with ωB97M-V/def2-TZVPD.

XYZ file:
```
42
Properties=species:S:1:pos:R:3:forces:R:3
O 1.90227 -2.22400 -0.06052 -8.29 -6.70 1.27
O 3.94932 2.39399 0.94676 -2.76 -0.17 -0.24
O 0.15484 1.68483 -1.43289 -1.51 4.67 4.06
O -2.43898 2.45710 -0.55682 -4.13 -5.59 -1.45
O 0.87912 3.40057 -0.05695 -0.59 0.73 -0.91
N 2.21561 0.95684 0.42130 -2.94 1.02 -5.19
C -1.54170 -0.78437 1.19100 -5.10 -1.03 -0.65
C -1.42984 3.19910 -0.33399 0.43 4.06 5.39
C 3.28419 -2.98218 -1.44725 9.56 2.16 -6.56
C -0.68316 -1.35249 2.27422 -12.01 9.52 8.85
C -2.77996 -1.69554 0.81472 2.95 17.26 -3.28
C -4.70352 -1.91241 -0.96088 -0.03 -0.62 0.92
C -3.43619 0.08576 -0.82883 3.73 3.18 4.23
C 2.87359 -0.24743 0.92044 -2.48 -1.45 2.71
C -0.12981 2.70812 -0.57294 6.52 -4.61 -5.43
C 2.90377 -1.61121 -0.00610 9.90 15.23 2.05
C -3.63747 -1.14587 -0.23679 1.61 0.43 -0.04
C 2.22048 -3.28652 -0.87864 -6.83 -3.55 -0.24
C -1.42484 0.64388 0.77065 -7.08 -7.66 -3.38
C 3.86201 -1.59465 -0.97598 -12.81 -9.50 2.48
C -2.40801 1.04011 -0.16717 -0.65 -0.49 -1.00
C 2.81311 2.17607 0.43139 4.94 -0.31 -1.51
C 2.36188 3.29649 -0.61539 -4.71 -5.80 1.02
H 3.87591 -3.45502 -2.32091 -1.56 0.15 1.74
H -1.16540 -2.10909 3.02798 0.09 1.71 -1.40
H -1.60644 4.18847 -0.84535 0.52 -0.71 0.93
H -1.37719 3.38190 1.14839 0.15 0.14 -3.78
H -2.79632 -2.57999 0.83303 0.08 -12.72 1.64
H 1.48589 0.94787 -0.61263 1.94 -0.17 3.77
H -0.82269 1.20608 1.24976 4.34 3.93 2.98
H -5.34508 -2.29471 -0.17308 -0.30 -0.63 -0.05
H -4.16255 -2.78824 -1.45617 -1.40 1.26 -0.08
H 2.77863 4.16576 -0.28346 1.13 2.43 0.02
H 2.21879 2.89807 -1.69995 0.79 1.13 1.93
H 3.81339 0.20455 1.36443 -0.66 -1.51 -0.50
H -0.37249 -0.44092 2.86932 0.52 -1.47 -0.44
H -0.10093 -1.84658 1.90739 12.85 -9.22 -7.07
H -4.11118 0.51373 -1.51359 -0.48 0.40 -0.86
H 4.70375 -1.34904 -1.18557 9.91 3.62 -1.91
H -5.37157 -1.17121 -1.49535 1.07 -1.42 -0.23
H 2.08878 -0.60067 1.75992 2.20 0.69 -1.06
H 1.46000 -4.07710 -1.21348 1.09 1.58 1.27
```
Forces are in eV/Å.

- Highest occupied orbital energy: -8.37 eV
- Energy relative to the best compared isomer or geometry (same formula, charge and spin): 1721.8 kJ/mol
- Gap between HOMO and LUMO: 8.48 eV
- M: 317.34 g mol⁻¹
- Total charge: 0